# 1
Entry from OMol25: one molecule with the formula C5H8N2S at a distorted geometry (ωB97M-V/def2-TZVPD).

## Properties
E_HOMO: -9.039 eV
LUMO energy: -1.0448 eV
ΔE to the lowest compared entry with this formula, charge and spin: 4.408 eV
DFT total energy: -702.8680 a.u.

Each line ends with the natural charge from an NBO analysis.
Positions of all 16 atoms, in Å:
S -3.39067 -0.27908 0.18560  0.0572
N 1.38805 1.29523 -0.56666  -0.2661
N 0.24391 0.88683 0.19689  -0.2177
C 2.53764 0.78012 -0.41267  0.1223
C 2.69126 -0.49773 0.42987  -0.5081
C 2.31388 -1.85910 -0.28379  -0.6289
C -0.78557 0.50389 -0.36968  0.0021
C -1.86283 0.20120 0.55580  -0.2705
H 3.74235 -0.74791 0.83909  0.2149
H 3.52784 1.28588 -0.64060  0.2079
H -1.00133 0.42408 -1.51445  0.1958
H 2.85282 -2.84975 0.19043  0.2259
H 1.12208 -2.13589 -0.13839  0.2171
H -1.61332 0.51284 1.49661  0.1959
H 2.63090 -1.74871 -1.47328  0.2206
H 2.19931 -0.31989 1.34219  0.2315

---

# 2
Entry from OMol25: C5H8N2S2 as an isolated structure at a distorted geometry (ωB97M-V/def2-TZVPD).

## Properties
E_HOMO: -8.282 eV
LUMO energy: 0.6031 eV
ΔE to the lowest compared entry with this formula, charge and spin: 1.681 eV
DFT total energy: -1101.1243 a.u.

Each line ends with the natural charge from an NBO analysis.
Positions of all 17 atoms, in Å:
S -0.89182 2.84332 -0.60229  -0.0589
S -3.08415 -1.53118 -0.15185  -0.2551
N -0.48852 -1.23426 -0.43811  -0.6090
N -1.86553 0.54402 0.42947  -0.6096
C -1.67717 -0.69548 -0.04803  0.2948
C 0.67696 -0.62066 -0.06661  0.1457
C 2.02435 -1.39247 -0.39276  -0.6225
C 0.90576 0.55796 0.42623  -0.2202
C -0.78095 1.51289 0.66839  -0.1624
H -0.81577 1.89912 1.66264  0.2010
H -0.49735 -2.26662 -0.77797  0.4518
H 2.10903 -2.28390 0.27515  0.2210
H -2.76395 0.74184 0.75446  0.4270
H 1.80013 1.02013 0.71174  0.2188
H 2.86375 -0.59688 -0.30545  0.2265
H 0.40565 3.22926 -0.76002  0.1353
H 2.07958 -1.72710 -1.38498  0.2159

---

# 3
Entry from OMol25: C5H8N3 as an isolated structure at a distorted geometry (ωB97M-V/def2-TZVPD).

## Properties
E_HOMO: -15.374 eV
LUMO energy: -6.7715 eV
ΔE to the lowest compared entry with this formula, charge and spin: 7.535 eV
charge: +1
DFT total energy: -359.0779 a.u.

Each line ends with the natural charge from an NBO analysis.
Positions of all 16 atoms, in Å:
N 0.19051 1.97462 0.63953  -0.3004
N -0.39983 1.11747 -0.27001  -0.2562
N -0.70885 3.04480 -1.22234  -0.4485
C -0.15616 2.95672 -0.09183  0.7775
C -0.92012 1.73098 -1.36078  0.1793
C 1.41641 -0.77513 1.02994  -0.7544
C -0.79128 -1.70598 0.08768  -0.7910
C 0.46994 -1.01710 -0.05432  0.3413
H -0.99323 -2.58310 -0.66667  0.3038
H 1.84977 -1.68689 1.28199  0.3021
H 0.97767 -0.80778 -1.06581  0.2476
H -1.15102 -2.04285 1.16304  0.2789
H -1.60370 -0.95263 -0.13857  0.3231
H -1.34839 1.20473 -2.17313  0.2436
H 2.24511 -0.01958 0.84697  0.2731
H 0.92315 -0.43830 1.99429  0.2802

---

# 4
Entry from OMol25: C5H8N3O as an isolated structure at a distorted geometry (ωB97M-V/def2-TZVPD).

## Properties
E_HOMO: -13.193 eV
LUMO energy: -4.5016 eV
ΔE to the lowest compared entry with this formula, charge and spin: 5.335 eV
charge: +1
DFT total energy: -434.4000 a.u.

Each line ends with the natural charge from an NBO analysis.
Positions of all 17 atoms, in Å:
O -0.65353 0.25053 -2.54745  -0.6754
N 0.62494 -0.45204 1.39098  -0.3783
N -1.29128 -0.24763 0.11309  -0.1413
N -2.60507 -0.45492 -0.23465  -0.6337
C 1.54078 0.60194 1.53840  -0.2097
C -0.06451 0.03009 -1.34809  0.5582
C 1.23161 -0.07586 -1.01253  -0.3245
C -0.80490 -0.27408 1.25655  0.3064
C 1.62158 -0.35024 0.42728  -0.0761
H -1.28822 -0.20420 2.24034  0.2420
H -2.76376 -0.45006 -1.26573  0.4258
H -3.29827 -0.03310 0.43637  0.4124
H -0.04793 0.66958 -3.18726  0.5406
H 2.38478 -1.10344 0.33835  0.2392
H 2.24255 0.57657 2.36529  0.2366
H 1.15030 1.54891 1.24582  0.2053
H 2.02093 -0.03207 -1.75675  0.2727

---

# 5
Entry from OMol25: one molecule with the formula C5H8N4 at a distorted geometry (ωB97M-V/def2-TZVPD).

## Properties
E_HOMO: -7.297 eV
LUMO energy: 0.9546 eV
ΔE to the lowest compared entry with this formula, charge and spin: 0.413 eV
DFT total energy: -414.3170 a.u.

Each line ends with the natural charge from an NBO analysis.
Positions of all 17 atoms, in Å:
N 2.47349 0.22298 -0.02678  -0.3237
N -1.24230 1.99730 -0.01398  -0.8249
N 2.20803 -1.09040 0.03204  -0.2572
N -2.09052 -1.63366 -0.08700  -0.8125
C -2.13641 -0.23699 -0.01086  -0.0500
C -1.07585 0.59339 -0.05258  0.0831
C 0.30947 0.14450 -0.02521  -0.1931
C 0.88226 -1.14238 0.04320  -0.0563
C 1.38439 0.99416 -0.03745  -0.0460
H 0.39254 -2.08591 -0.02763  0.2034
H 3.41041 0.55042 -0.06021  0.4030
H -1.42771 -2.04300 0.55357  0.3687
H -3.03106 -1.97528 0.12926  0.3707
H -0.97336 2.41017 0.88014  0.3602
H -3.11398 0.21138 -0.05941  0.1751
H -2.24377 2.24800 -0.17549  0.3659
H 1.36283 2.09461 -0.07279  0.2337

---

# 6
Entry from OMol25: one molecule with the formula C5H8N4 at a distorted geometry (ωB97M-V/def2-TZVPD).

## Properties
E_HOMO: -8.684 eV
LUMO energy: 1.0381 eV
ΔE to the lowest compared entry with this formula, charge and spin: 2.701 eV
DFT total energy: -414.2329 a.u.

Each line ends with the natural charge from an NBO analysis.
Positions of all 17 atoms, in Å:
N -1.61088 -1.66396 0.21930  -0.7915
N -2.44559 0.44624 -0.58535  -0.8438
N -0.06360 1.50877 -0.05106  -0.2335
N -0.29480 0.20460 0.23849  -0.2612
C 2.83684 -1.05005 -0.79179  -0.2341
C -1.50396 -0.43734 -0.08727  0.5995
C 1.07099 2.09314 0.19784  -0.1853
C 1.94020 -0.78984 -0.05971  -0.0271
C 0.81007 -0.59428 0.83176  -0.3492
H 1.07502 -0.13194 1.79582  0.2229
H -2.21867 1.41730 -0.46526  0.4186
H 3.69028 -1.31302 -1.46392  0.2519
H 1.05083 3.10274 -0.15398  0.1942
H 0.32426 -1.55873 1.03442  0.3013
H -3.43114 0.13966 -0.68755  0.4006
H -2.50615 -2.06473 0.08653  0.3518
H 1.99486 1.60944 0.55940  0.1850

---

# 7
Entry from OMol25: C5H8N4 as an isolated structure at a distorted geometry (ωB97M-V/def2-TZVPD).

## Properties
E_HOMO (alpha / beta): -8.085 / -8.086 eV
LUMO energy (alpha / beta): -0.4545 / -0.4545 eV
ΔE to the lowest compared entry with this formula, charge and spin: 5.167 eV
DFT total energy: -414.1423 a.u.

Each line ends with the natural charge from an NBO analysis.
Positions of all 17 atoms, in Å:
N -1.30951 1.82116 -0.73335  -0.8699
N 2.17980 1.33448 -1.28059  -0.2677
N -1.61930 -0.52836 -0.99352  -0.7601
N 0.90616 0.44595 1.64247  -0.5659
C -0.42328 0.03536 1.33215  -0.2607
C -1.15622 0.50972 -0.49997  0.4624
C 1.17048 -0.24508 0.53862  0.3686
C 1.37221 -1.70979 0.22998  -0.6780
C 1.60994 0.59167 -0.60185  0.1897
H -2.10558 2.13662 -1.26789  0.3962
H 0.85578 -2.31287 0.97453  0.2375
H 2.43875 -1.91703 0.14270  0.2587
H -0.56196 2.45323 -0.49483  0.4178
H 0.91924 -1.97541 -0.72556  0.2580
H -2.38381 -0.47034 -1.66205  0.3431
H -1.11166 0.77816 1.75117  0.2620
H -0.78105 -0.94745 1.64800  0.2084

---

# 8
Entry from OMol25: one molecule with the formula C5H8N4 at a distorted geometry (ωB97M-V/def2-TZVPD).

## Properties
E_HOMO: -8.754 eV
LUMO energy: 0.8136 eV
ΔE to the lowest compared entry with this formula, charge and spin: 2.130 eV
DFT total energy: -414.2539 a.u.

Each line ends with the natural charge from an NBO analysis.
Positions of all 17 atoms, in Å:
N -1.24776 -0.28950 -0.15390  -0.2745
N -0.66757 0.99776 -0.38208  -0.2371
N 0.78953 -1.43838 0.34727  -0.5238
N 2.76017 -0.40763 -0.27649  -0.6027
C -2.67142 -0.24806 -0.26685  -0.3899
C 1.51787 -0.29277 -0.03692  0.3825
C 0.79871 1.03687 -0.29974  -0.1594
C -0.49839 -1.33994 0.29007  0.3016
C -0.02089 1.63849 0.76020  -0.2702
H 1.34132 1.74509 -0.97284  0.2217
H -3.03083 -0.00057 -1.29428  0.2094
H 3.11355 0.52254 -0.57334  0.3203
H -3.08592 0.49518 0.40549  0.1994
H -0.11459 1.18731 1.75803  0.2131
H -0.25120 2.70492 0.78471  0.2149
H -3.04784 -1.23456 -0.04826  0.2091
H -1.12041 -2.22309 0.51638  0.1856

---

Values for molecular weight, g/mol, ordered as above
128.20; 160.27; 110.14; 126.14; 124.15; 124.15; 124.15; 124.15